*i*
Entry from the OMol25 dataset: a cluster of 2 separate species, C5H13NO in total (ωB97M-V with the def2-TZVPD basis set).

```
! RIJCOSX wB97M-V def2-TZVPD def2/J DEFGRID3
* xyz -1 2
C -2.0268 -1.3623 -0.7867
C -0.7213 -0.9530 -1.5314
C 0.4331 -0.5575 -0.6767
C 0.5869 -0.8377 0.6096
N 1.5412 -0.2482 1.4423
C 1.4792 0.2827 -1.3988
H -1.7699 -1.5632 0.2547
H -2.6762 -0.4828 -0.6711
H -2.6909 -2.1627 -1.1085
H -0.4827 -1.8737 -2.0948
H -0.9931 -0.1955 -2.2614
H 0.0455 -1.6503 1.0952
H 1.9793 -0.7836 2.1700
H 1.4855 0.6806 1.8410
H 1.7396 -0.0951 -2.3914
H 2.3986 0.4001 -0.8327
H 1.0307 1.2789 -1.5209
H -0.7988 1.9961 1.7309
H -0.6853 3.4824 1.2197
O -0.9523 2.9286 1.9638
*
```

- LUMO (spin up / spin down) (Ha) = 0.1519 / 0.1436
- orbital gap (spin up / spin down) (eV) = 3.01 / 8.44
- ⟨S²⟩ = 0.75
- HOMO (spin up / spin down) (eV) = 1.1 / -4.5

Atom charges from the Löwdin analysis, given in e for atoms 1 to 2:
1 C -0.166
2 C -0.259

***

*ii*
Entry from the OMol25 dataset: a cluster of 2 separate species, C5H13NO in total (ωB97M-V with the def2-TZVPD basis set).

```
! RIJCOSX wB97M-V def2-TZVPD def2/J DEFGRID3
* xyz -1 2
C 0.8179 1.7187 2.1905
C 1.9858 2.4280 1.5279
C 1.0186 0.2234 2.3655
H 0.5920 2.1869 3.1524
H -0.1100 1.8482 1.6329
H 2.1868 2.0976 0.5068
H 1.0827 -0.2580 1.3963
H 1.8913 -0.0720 2.9458
H 0.1688 -0.1961 2.9247
H 1.8486 3.5130 1.4963
H 2.8788 2.2626 2.1231
C -1.8875 -1.0542 -0.5402
C -1.0816 -1.2180 -1.8108
O -1.5971 -1.4037 -2.9020
N 0.2481 -1.0453 -1.6845
H -1.6495 -1.8289 0.2050
H -2.9420 -1.1150 -0.8043
H 0.7608 -1.1320 -2.5493
H 0.7165 -1.1808 -0.7968
H -1.6957 -0.1171 -0.0388
*
```

- LUMO (spin up / spin down) (Ha) = 0.1309 / 0.1373
- orbital gap (spin up / spin down) (eV) = 1.87 / 10.42
- ⟨S²⟩ = 0.75
- HOMO (spin up / spin down) (eV) = 1.7 / -6.7

Atom charges from the Löwdin analysis, given in e for atoms 1 to 2:
1 C -0.500
2 C -0.150

***

Most stable pick: *ii*. Distance to second place: 0.0389 hartree.

***

*i*
Entry from the OMol25 dataset: a structure of composition C55H67AlF3N2O2SbSeSi (ωB97M-V with the def2-TZVPD basis set).

```
! RIJCOSX wB97M-V def2-TZVPD def2/J DEFGRID3
* xyz 0 1
Al -0.3893 -0.2213 -1.1145
C -1.6474 3.5371 5.1040
C -1.3904 2.0470 5.3284
C -2.6600 1.4233 5.9234
C -0.2348 1.9015 6.3282
C -1.0327 1.3312 4.0279
C -0.9392 1.9741 2.8099
C -0.6184 1.2525 1.6680
Se -0.3930 2.1893 0.0183
C -2.2117 2.3366 -0.5768
C -2.9127 3.4949 -0.3101
C -4.2281 3.6348 -0.7401
C -4.7663 2.5708 -1.4481
C -4.0910 1.3829 -1.7447
C -2.7686 1.2580 -1.2919
O -2.0463 0.1600 -1.5155
C -4.8711 0.3273 -2.5503
C -6.1559 -0.0354 -1.7874
C -5.2434 0.9275 -3.9149
C -4.1284 -0.9871 -2.8165
C -5.0024 4.9131 -0.4245
C -5.0760 5.0981 1.0978
C -6.4291 4.8736 -0.9719
C -4.2804 6.1157 -1.0471
C -0.3714 -0.1244 1.6754
O -0.0659 -0.7646 0.5389
C -0.4291 -0.7947 2.9207
C -0.7605 -0.0384 4.0370
C -0.0281 -2.2647 3.1118
C 1.5059 -2.3186 3.1555
C -0.5668 -2.8278 4.4342
C -0.5337 -3.1905 1.9975
H -1.9029 4.0099 6.0540
H -0.7642 4.0427 4.7084
H -2.4787 3.7018 4.4151
H -2.9262 1.9252 6.8565
H -3.4978 1.5188 5.2300
H -2.5227 0.3631 6.1405
H -0.4774 2.4101 7.2641
H -0.0329 0.8545 6.5583
H 0.6805 2.3397 5.9256
H -1.1080 3.0384 2.7187
H -2.4208 4.2875 0.2408
H -5.7841 2.6586 -1.8008
H -6.8025 0.8275 -1.6275
H -6.7247 -0.7777 -2.3519
H -5.9136 -0.4600 -0.8113
H -5.8500 1.8282 -3.8148
H -4.3444 1.1878 -4.4773
H -5.8134 0.2013 -4.4994
H -3.8531 -1.4859 -1.8885
H -4.7975 -1.6448 -3.3779
H -3.2218 -0.8377 -3.4004
H -5.5867 4.2536 1.5645
H -4.0815 5.1748 1.5400
H -5.6237 6.0108 1.3436
H -7.0022 4.0483 -0.5445
H -6.9418 5.8023 -0.7154
H -6.4412 4.7768 -2.0594
H -3.2652 6.2178 -0.6609
H -4.2178 6.0088 -2.1317
H -4.8191 7.0392 -0.8227
H -0.8102 -0.5447 4.9906
H 1.8900 -1.7242 3.9870
H 1.8456 -3.3495 3.2851
H 1.9363 -1.9189 2.2343
H -0.0940 -2.3731 5.3055
H -1.6477 -2.6970 4.5167
H -0.3499 -3.8964 4.4784
H -0.0296 -2.9960 1.0564
H -0.3486 -4.2298 2.2821
H -1.6098 -3.0688 1.8480
C -1.5317 -3.7547 -1.5433
C -0.4032 -3.1854 -2.3425
C 0.2789 -3.9089 -3.3011
C 1.2811 -3.2744 -4.0368
C 1.5834 -1.9465 -3.8352
C 0.8523 -1.2535 -2.8600
N -0.0902 -1.9019 -2.1309
N 0.9376 0.0500 -2.4573
Si 1.4563 1.3121 -3.5529
C 0.9277 2.9888 -2.9280
C 0.6362 1.0425 -5.2151
C 3.3173 1.3334 -3.7367
H -2.4816 -3.4622 -1.9963
H -1.5165 -3.3676 -0.5267
H -1.4821 -4.8417 -1.5183
H 0.0310 -4.9467 -3.4707
H 1.8364 -3.8360 -4.7788
H 2.3728 -1.4562 -4.3848
H -0.1531 3.0635 -2.7819
H 1.2053 3.7236 -3.6891
H 1.4272 3.2736 -2.0009
H -0.4506 1.0257 -5.0980
H 0.9336 0.1083 -5.6936
H 0.8863 1.8590 -5.8966
H 3.7943 1.4934 -2.7666
H 3.6174 2.1501 -4.3986
H 3.7188 0.4059 -4.1481
F 6.6868 -6.6640 2.8167
C 5.9500 -5.7719 2.1249
C 6.5869 -4.9347 1.2301
C 5.8206 -4.0195 0.5220
C 4.4418 -3.9387 0.7079
C 3.8393 -4.8119 1.6110
C 4.5868 -5.7329 2.3329
Sb 3.2033 -2.5445 -0.3440
C 3.7594 -0.8124 0.7903
C 4.7034 -0.8412 1.8146
C 5.0097 0.3027 2.5403
C 4.3633 1.4793 2.2207
F 4.6564 2.5927 2.9220
C 3.4302 1.5571 1.2071
C 3.1338 0.4004 0.4997
C 4.5980 -2.2268 -1.9401
C 5.4546 -1.1325 -1.9993
C 6.3454 -0.9735 -3.0550
C 6.3658 -1.9319 -4.0457
F 7.2255 -1.7881 -5.0749
C 5.5354 -3.0371 -4.0243
C 4.6515 -3.1724 -2.9642
H 7.6578 -5.0071 1.0964
H 6.3120 -3.3615 -0.1855
H 2.7660 -4.7820 1.7587
H 4.1307 -6.4143 3.0382
H 5.2023 -1.7679 2.0704
H 5.7337 0.2905 3.3440
H 2.9472 2.5013 0.9885
H 2.4064 0.4531 -0.3022
H 5.4353 -0.3853 -1.2141
H 7.0103 -0.1226 -3.1165
H 5.5911 -3.7663 -4.8215
H 3.9938 -4.0352 -2.9425
*
```

- LUMO (Ha) = 0.0182
- orbital gap (eV) = 8.43
- HOMO (eV) = -7.9

Atom charges from the Löwdin analysis, given in e for atoms 1 to 2:
1 Al -0.076
2 C -0.067

***

*ii*
Entry from the OMol25 dataset: a structure of composition C55H67AlF3N2O2SbSeSi (ωB97M-V with the def2-TZVPD basis set).

```
! RIJCOSX wB97M-V def2-TZVPD def2/J DEFGRID3
* xyz 0 1
Al 0.4164 0.0058 -0.9905
C -0.7043 2.8854 5.7490
C -1.9371 2.9482 4.8475
C -2.3147 4.4225 4.6498
C -3.0891 2.2174 5.5505
C -1.6781 2.3037 3.4875
C -0.4769 1.7125 3.1401
C -0.3163 1.1584 1.8804
Se 1.2982 0.2157 1.4911
C 2.4514 1.6046 0.8285
C 3.3196 2.2233 1.7053
C 4.2042 3.1949 1.2489
C 4.1746 3.4748 -0.1093
C 3.3229 2.8642 -1.0336
C 2.4173 1.9076 -0.5489
O 1.5539 1.2915 -1.3496
C 3.4593 3.3033 -2.5028
C 3.1709 4.8100 -2.5987
C 4.8984 3.0288 -2.9684
C 2.5257 2.5991 -3.4946
C 5.1499 3.8859 2.2300
C 4.3270 4.5916 3.3167
C 6.0334 4.9280 1.5443
C 6.0601 2.8379 2.8847
C -1.3231 1.1546 0.9021
O -1.0861 0.6196 -0.3017
C -2.5659 1.7317 1.2498
C -2.6832 2.2747 2.5258
C -3.8391 1.7543 0.3848
C -4.8297 0.7493 0.9903
C -4.4682 3.1575 0.4048
C -3.6314 1.3992 -1.0870
H -0.9266 3.3652 6.7038
H -0.4085 1.8551 5.9560
H 0.1452 3.4068 5.3034
H -2.5078 4.8966 5.6148
H -1.5060 4.9643 4.1558
H -3.2117 4.5289 4.0383
H -3.2872 2.6702 6.5246
H -4.0091 2.2640 4.9661
H -2.8414 1.1655 5.7038
H 0.3494 1.6634 3.8359
H 3.2997 1.9367 2.7499
H 4.8603 4.2184 -0.4897
H 3.8532 5.3989 -1.9850
H 3.2764 5.1448 -3.6333
H 2.1521 5.0257 -2.2714
H 5.6367 3.5613 -2.3685
H 5.1230 1.9617 -2.9093
H 5.0199 3.3452 -4.0069
H 1.4774 2.7822 -3.2662
H 2.7379 2.9916 -4.4926
H 2.6816 1.5209 -3.5097
H 3.6707 5.3440 2.8755
H 3.7043 3.8859 3.8683
H 4.9877 5.0871 4.0317
H 5.4390 5.7162 1.0781
H 6.6840 5.3958 2.2852
H 6.6701 4.4767 0.7808
H 5.4821 2.0848 3.4220
H 6.6612 2.3254 2.1314
H 6.7358 3.3149 3.5984
H -3.6406 2.7016 2.7958
H -5.0892 1.0148 2.0165
H -5.7517 0.7200 0.4029
H -4.3966 -0.2535 1.0076
H -4.7930 3.4653 1.3980
H -3.7610 3.9013 0.0334
H -5.3477 3.1706 -0.2425
H -3.2507 0.3896 -1.2226
H -4.5912 1.4879 -1.6034
H -2.9321 2.0931 -1.5521
C -1.4156 1.0454 -4.0432
C -0.6861 -0.2579 -3.9770
C -0.5635 -1.1047 -5.0594
C 0.2080 -2.2607 -4.9263
C 0.8423 -2.5610 -3.7441
C 0.6850 -1.6709 -2.6714
N -0.0863 -0.5636 -2.8180
N 1.2106 -1.7093 -1.4114
Si 2.7560 -2.4944 -1.1363
C 3.4585 -2.0783 0.5406
C 3.9639 -1.8749 -2.4217
C 2.6256 -4.3611 -1.1882
H -0.7394 1.8251 -4.4014
H -1.7664 1.3305 -3.0562
H -2.2598 0.9872 -4.7286
H -1.0504 -0.8597 -5.9925
H 0.3061 -2.9385 -5.7656
H 1.4232 -3.4640 -3.6307
H 3.7076 -1.0204 0.6486
H 4.3908 -2.6415 0.6420
H 2.8087 -2.3701 1.3670
H 4.0691 -0.7906 -2.3227
H 3.6359 -2.0849 -3.4409
H 4.9504 -2.3238 -2.2876
H 1.9791 -4.7196 -0.3829
H 3.6186 -4.7906 -1.0308
H 2.2365 -4.7565 -2.1270
F -8.2393 -5.0162 -0.8292
C -6.9809 -4.5329 -0.8026
C -5.9267 -5.4258 -0.8462
C -4.6357 -4.9216 -0.8277
C -4.3986 -3.5483 -0.7587
C -5.4905 -2.6848 -0.7217
C -6.7933 -3.1685 -0.7414
Sb -2.4185 -2.7341 -0.7984
C -1.6944 -3.6112 1.0137
C -2.4681 -4.4045 1.8568
C -1.9425 -4.9197 3.0350
C -0.6326 -4.6277 3.3563
F -0.1152 -5.1293 4.4966
C 0.1655 -3.8353 2.5563
C -0.3804 -3.3240 1.3872
C -1.7119 -4.2614 -2.1278
C -0.7650 -5.2131 -1.7704
C -0.3101 -6.1526 -2.6893
C -0.8271 -6.1232 -3.9672
F -0.3909 -7.0288 -4.8685
C -1.7801 -5.2024 -4.3593
C -2.2125 -4.2703 -3.4291
H -6.1251 -6.4877 -0.9006
H -3.8021 -5.6132 -0.8770
H -5.3346 -1.6131 -0.6829
H -7.6496 -2.5084 -0.7161
H -3.4971 -4.6277 1.6030
H -2.5319 -5.5372 3.6992
H 1.1837 -3.6220 2.8552
H 0.2323 -2.6891 0.7555
H -0.3754 -5.2379 -0.7597
H 0.4257 -6.9004 -2.4240
H -2.1642 -5.2232 -5.3705
H -2.9572 -3.5411 -3.7324
*
```

- LUMO (Ha) = 0.0181
- orbital gap (eV) = 8.37
- HOMO (eV) = -7.9

Atom charges from the Löwdin analysis, given in e for atoms 1 to 2:
1 Al -0.100
2 C -0.067

***

Most stable pick: *i*. Distance to second place: 0.0082 hartree.

***

*i*
Entry from the OMol25 dataset: the molecule CH3O3PS (ωB97M-V with the def2-TZVPD basis set).

```
! RIJCOSX wB97M-V def2-TZVPD def2/J DEFGRID3
* xyz 0 1
O -0.0129 -2.2139 0.1868
C 0.0349 -0.9234 -0.0193
O -1.0968 -0.2558 -0.0198
P 1.5550 -0.0902 0.6283
O 0.9907 1.3350 -0.0160
S 3.3926 -0.2023 -0.2547
H -0.9617 -2.5374 0.4970
H -1.1156 0.7528 -0.2142
H 1.8320 1.7000 -0.2604
*
```

- LUMO (spin up / spin down) (Ha) = -0.0262 / -0.0262
- orbital gap (spin up / spin down) (eV) = 7.18 / 7.18
- SMILES = OC(O)=P(O)=S
- HOMO (spin up / spin down) (eV) = -7.9 / -7.9

Atom charges from the Löwdin analysis, given in e for atoms 1 to 2:
1 O 0.057
2 C -0.554

***

*ii*
Entry from the OMol25 dataset: a cluster of 2 separate species, CH3O3PS in total (ωB97M-V with the def2-TZVPD basis set).

```
! RIJCOSX wB97M-V def2-TZVPD def2/J DEFGRID3
* xyz 0 1
C -0.3123 -0.0886 -1.9103
O 1.4850 -1.8264 2.0277
O -0.2787 -0.0600 1.6715
O -0.3284 2.4707 1.1980
P 0.0542 -1.5973 2.1742
S 0.4309 1.2746 0.9627
H -1.2037 -0.6059 -1.8212
H -0.2084 1.0147 -1.6598
H 0.3614 -0.5818 -2.6427
*
```

- LUMO (spin up / spin down) (Ha) = -0.0494 / -0.0228
- orbital gap (spin up / spin down) (eV) = 7.99 / 8.35
- HOMO (spin up / spin down) (eV) = -9.3 / -9.0

Atom charges from the Löwdin analysis, given in e for atoms 1 to 2:
1 C 0.053
2 O -0.454

***

Most stable pick: *i*. Distance to second place: 0.0572 hartree.